CH4Na9O5 as an isolated structure. Source: the OMol25 dataset; level of theory: ωB97M-V with the def2-TZVPD basis set.

**Multiplicity**: 1
**HOMO-LUMO gap**: 4.02 eV
**Net charge**: +7

Structure (XYZ):
```
19
Properties=species:S:1:pos:R:3:nbo_charge:R:1
Na 1.04 4.15 3.65 0.9964
Na -3.29 1.11 3.31 0.9988
Na -2.75 2.09 -2.67 0.9968
Na 1.21 0.79 -5.85 0.9984
Na 2.25 -0.35 3.77 0.9942
Na 2.06 4.68 -2.17 0.9847
Na -0.20 -2.94 -3.15 0.9978
Na 6.00 3.78 1.35 0.9977
Na 4.97 0.21 -1.86 0.9909
C 1.00 0.84 -0.13 0.8844
O 1.84 1.48 0.49 -0.9773
O 0.26 0.15 0.55 -0.9027
O 0.85 0.78 -1.34 -0.9634
O -3.69 -1.22 -0.99 -0.9525
H -3.88 -2.07 -1.37 0.4973
H -2.80 -1.29 -0.66 0.4572
O -1.52 -4.43 2.37 -0.9019
H -1.08 -3.72 1.91 0.4331
H -2.27 -4.02 2.80 0.4701
```

C8H9N2O5SV as an isolated structure. Source: the OMol25 dataset; level of theory: ωB97M-V with the def2-TZVPD basis set.

**Multiplicity**: 3
**HOMO-LUMO gap (alpha / beta)**: 6.57 / 6.57 eV
**Net charge**: +2
**⟨S²⟩**: 2.04

Structure (XYZ):
```
26
Properties=species:S:1:pos:R:3:nbo_charge:R:1
O -2.63 -4.12 -0.82 -0.4619
C -2.15 -3.67 -1.74 0.4699
V 0.23 0.68 -2.39 0.3269
O 1.27 -1.70 -0.77 -0.3487
C 0.79 -0.78 -1.34 0.4180
C 1.17 2.16 -1.55 0.5429
O 1.66 3.12 -1.10 -0.3190
C -1.06 2.27 -2.99 0.5338
O -2.06 2.81 -3.10 -0.2689
C 0.94 -0.44 -3.88 0.5504
O 1.31 -1.33 -4.50 -0.2462
H -0.36 -0.85 -2.01 0.1602
C 1.27 1.01 2.52 -0.4320
N 0.07 1.45 1.84 -0.5414
C -0.61 0.69 0.95 0.3580
S -1.30 1.47 -0.40 -0.0552
N -0.76 -0.61 1.12 -0.5233
C -0.39 -1.39 2.29 -0.4431
H 1.00 0.21 3.21 0.2300
H 1.66 1.85 3.09 0.2579
H 2.04 0.65 1.83 0.2058
H 0.06 2.44 1.57 0.4270
H -1.27 -1.09 0.38 0.4268
H -0.59 -0.80 3.18 0.2356
H -0.97 -2.32 2.37 0.2641
H 0.67 -1.69 2.23 0.2325
```

C5H8LiO3V as an isolated structure. Source: the OMol25 dataset; level of theory: ωB97M-V with the def2-TZVPD basis set.

**Multiplicity**: 5
**HOMO-LUMO gap (alpha / beta)**: 7.51 / 10.79 eV
**Net charge**: +2
**⟨S²⟩**: 6.00

Structure (XYZ):
```
18
Properties=species:S:1:pos:R:3:nbo_charge:R:1
C -1.89 -3.45 0.03 -0.2235
C -2.92 -2.82 -0.08 -0.2465
H -0.98 -4.03 0.02 0.2787
H -3.85 -2.47 -0.51 0.2903
H -1.50 -1.62 -0.34 0.5409
Li 0.25 -0.79 3.21 0.9930
O 0.43 0.72 -0.35 -0.5438
V -0.57 0.45 -2.37 0.9203
O -0.99 -0.82 -0.64 -0.7430
C -0.17 -0.29 0.25 1.0598
O -0.03 -0.65 1.39 -0.7617
C 1.34 1.59 0.39 -0.0721
C 1.90 2.60 -0.58 -0.6505
H 0.75 2.06 1.19 0.2085
H 2.11 0.95 0.82 0.2098
H 1.10 3.21 -1.01 0.2315
H 2.58 3.25 -0.03 0.2735
H 2.45 2.10 -1.39 0.2349
```

C2H4ClN2P as an isolated structure. Source: the OMol25 dataset; level of theory: ωB97M-V with the def2-TZVPD basis set.

**Multiplicity**: 3
**HOMO-LUMO gap (alpha / beta)**: 6.86 / 6.52 eV
**Net charge**: 0
**⟨S²⟩**: 2.02

Structure (XYZ):
```
10
Properties=species:S:1:pos:R:3:nbo_charge:R:1
C -0.11 -0.60 1.14 0.0466
C 0.37 -0.68 -0.34 -0.3483
N -0.48 0.42 1.64 -0.4751
N 0.11 0.51 -0.96 -0.5261
P -0.63 1.76 -0.12 0.8457
Cl 1.56 1.39 -1.77 -0.1523
H 0.00 -1.52 1.78 0.1926
H 1.36 -0.96 -0.34 0.2284
H -0.24 -1.40 -0.92 0.2372
H -1.95 1.09 -0.12 -0.0487
```

Values of strongest force on any atom, in order: 7.63; 8.44; 1.22; 5.67, all in eV Å⁻¹.
Values of E, in order: -1874.3139; -2137.4215; -1371.8894; -989.4433, all in Eh.
Values of relative energy (zero: lowest compared OMol25 entry of this formula, charge and spin), in order: 0.00; 8.32; 0.00; 87.71, all in kcal/mol.